{
  "formula": "C30H81N3O12",
  "method": "the ωB97M-V functional and the def2-TZVPD basis",
  "relative_energy_kcal_mol": 54.3,
  "smiles": "COCCNCCOC.COCCNCCOC.COCCNCCOC.CC(C)O.CC(C)O.CC(C)O.CO.CO.CO",
  "orbital_gap_ev": 9.19,
  "e_homo_ev": -8.47,
  "symbols": ["C", "O", "C", "C", "N", "C", "C", "O", "C", "H", "H", "H", "H", "H", "H", "H", "H", "H", "H", "H", "H", "H", "H", "H", "C", "O", "C", "C", "N", "C", "C", "O", "C", "H", "H", "H", "H", "H", "H", "H", "H", "H", "H", "H", "H", "H", "H", "H", "C", "O", "C", "C", "N", "C", "C", "O", "C", "H", "H", "H", "H", "H", "H", "H", "H", "H", "H", "H", "H", "H", "H", "H", "C", "C", "C", "O", "H", "H", "H", "H", "H", "H", "H", "H", "C", "C", "C", "O", "H", "H", "H", "H", "H", "H", "H", "H", "C", "C", "C", "O", "H", "H", "H", "H", "H", "H", "H", "H", "C", "O", "H", "H", "H", "H", "C", "O", "H", "H", "H", "H", "C", "O", "H", "H", "H", "H"],
  "positions_angstrom": [[6.779017, 4.818374, -2.634647], [5.497620, 4.577993, -2.173617], [4.917492, 3.315897, -2.421239], [3.924158, 2.990148, -1.322401], [2.655682, 3.754535, -1.553461], [1.784967, 3.410476, -0.430012], [0.565838, 4.282366, -0.429455], [0.937542, 5.639932, -0.328677], [-0.172637, 6.545959, -0.579332], [6.844416, 4.935477, -3.732171], [7.438112, 4.030524, -2.242499], [7.099702, 5.761168, -2.190760], [5.665609, 2.507194, -2.495525], [4.410039, 3.385915, -3.427110], [4.324090, 3.232253, -0.307046], [3.736147, 1.873683, -1.309771], [2.883207, 4.753280, -1.620750], [2.220374, 3.429077, 0.522728], [1.454953, 2.366345, -0.565789], [-0.160614, 3.910515, 0.373545], [0.015601, 4.111545, -1.302643], [-0.268075, 6.800110, -1.614452], [-0.015502, 7.440416, -0.012830], [-1.049902, 6.031856, -0.173981], [-4.349022, -1.102836, -1.183467], [-4.553860, 0.128278, -1.811025], [-3.328698, 0.808178, -2.176036], [-3.662417, 2.150624, -2.760809], [-4.574494, 2.929224, -1.915085], [-5.144328, 4.109701, -2.586730], [-6.058800, 4.809631, -1.626457], [-7.135952, 3.975785, -1.343299], [-8.081831, 4.465875, -0.406084], [-4.199499, -0.992221, -0.115898], [-3.502329, -1.723516, -1.698528], [-5.226980, -1.758790, -1.293741], [-2.744759, 0.187895, -2.834634], [-2.791104, 0.937382, -1.215221], [-4.332303, 2.049575, -3.695255], [-2.768657, 2.661326, -3.024480], [-5.430357, 2.377374, -1.589837], [-5.642621, 3.870937, -3.502738], [-4.378996, 4.825463, -2.853925], [-6.417786, 5.774655, -2.063520], [-5.514846, 4.999368, -0.692245], [-8.736202, 3.599812, -0.247976], [-8.764063, 5.258170, -0.712171], [-7.578215, 4.768251, 0.482407], [0.980636, -3.842019, 4.222051], [0.039198, -3.965707, 3.187833], [-1.265593, -4.069558, 3.696100], [-2.282049, -3.789792, 2.682708], [-2.075513, -4.683043, 1.530716], [-2.788154, -4.320970, 0.365103], [-4.263274, -4.578417, 0.391078], [-5.000680, -3.585370, 1.068524], [-6.203929, -4.044669, 1.745358], [0.962217, -2.865504, 4.576253], [1.983815, -3.964465, 3.711003], [0.840009, -4.567214, 5.005286], [-1.370159, -3.460851, 4.616990], [-1.346705, -5.097871, 4.093006], [-2.044487, -2.809941, 2.216191], [-3.258859, -3.927298, 3.147692], [-1.095619, -4.711731, 1.378972], [-2.449964, -5.001759, -0.446344], [-2.601107, -3.336237, -0.013147], [-4.517561, -5.584823, 0.804051], [-4.689816, -4.615482, -0.615021], [-6.956011, -3.308355, 1.519153], [-6.022421, -4.168447, 2.841162], [-6.483940, -5.005425, 1.280292], [2.220573, -0.795359, -3.938504], [1.680771, 0.231694, -2.903865], [0.216101, 0.193651, -2.761638], [2.416132, -0.071545, -1.679794], [3.304418, -0.776577, -4.013118], [1.901479, -0.448646, -4.927716], [1.773365, -1.736818, -3.827342], [1.999489, 1.327546, -3.208658], [-0.210836, 0.461618, -3.780749], [-0.201997, 0.761723, -2.004295], [-0.176439, -0.852438, -2.716858], [1.843189, 0.008452, -0.896565], [5.811096, -1.086994, 3.412423], [4.885091, -2.268204, 3.243386], [4.431543, -2.980090, 4.544601], [3.619124, -1.886345, 2.640393], [6.662874, -1.485394, 3.942649], [5.389288, -0.273811, 3.930275], [6.095376, -0.751431, 2.419479], [5.397075, -3.042491, 2.566367], [5.298828, -3.188026, 5.160212], [3.918364, -3.885438, 4.280370], [3.685010, -2.408069, 5.119815], [3.899442, -1.557856, 1.794072], [1.561666, -5.294796, 0.610787], [2.017077, -3.923536, 0.305963], [2.383113, -3.716190, -1.119147], [0.931749, -2.997707, 0.653172], [2.278793, -6.057149, 0.250450], [0.580029, -5.584285, 0.108167], [1.315991, -5.531489, 1.723904], [2.895889, -3.617115, 0.913545], [1.509513, -3.962037, -1.736107], [3.181480, -4.468318, -1.334361], [2.735735, -2.684907, -1.271953], [0.576822, -3.242476, 1.497532], [5.715209, -0.770373, -0.643491], [4.396855, -1.126300, -0.149219], [6.054706, -1.509407, -1.414734], [5.806318, 0.209417, -1.000538], [6.500356, -0.870798, 0.089794], [3.757669, -0.740520, -0.766732], [-2.894180, 3.115929, 1.806956], [-2.658006, 2.846872, 0.425801], [-3.226131, 2.108998, 2.309074], [-1.862100, 3.484375, 2.235192], [-3.698286, 3.797797, 2.015441], [-3.397807, 3.116215, -0.126493], [0.407177, 0.315380, 1.534464], [0.932773, -0.310759, 0.359070], [0.675264, -0.226217, 2.486675], [0.911606, 1.261153, 1.678903], [-0.697855, 0.431674, 1.506614], [0.789444, -1.252853, 0.489918]],
  "forces_ev_per_a": [[0.554, -0.019, -0.002], [-0.895, 0.296, 0.662], [-0.048, -0.144, -0.917], [-0.555, -0.058, -0.313], [1.170, -1.214, 0.686], [-1.247, 0.165, -1.915], [-0.626, -0.507, 1.782], [-0.485, 0.771, -0.020], [0.632, -1.780, 1.203], [0.020, -0.343, 0.254], [0.236, 0.065, -0.473], [0.009, 0.019, -0.033], [0.127, 0.343, 0.115], [0.194, -0.396, 0.899], [0.152, -0.052, -0.677], [-0.180, 1.243, -0.224], [-0.266, -0.492, 0.479], [1.202, 0.328, 1.576], [0.025, 0.255, -0.083], [0.909, 0.828, -0.444], [-0.793, -0.134, -1.817], [-0.124, -0.109, -0.774], [0.269, 0.510, 0.346], [-0.319, 0.362, -0.339], [0.833, -1.672, -1.048], [0.135, 0.453, -0.967], [-0.920, -0.245, 1.984], [-3.519, -0.685, -1.412], [-0.978, 0.216, 1.344], [0.823, -0.202, 1.015], [-0.281, 1.002, -0.069], [-0.988, -0.185, -0.223], [-0.401, -1.338, -0.647], [0.504, -0.016, 0.275], [-1.041, 1.170, 1.037], [-0.008, 0.544, -0.084], [0.270, -0.209, -0.474], [0.207, 0.136, -0.512], [1.602, -0.534, 0.493], [0.720, 0.754, -0.019], [1.938, 0.469, -0.759], [-0.643, -0.381, -0.758], [0.567, 0.096, -0.006], [0.282, -0.453, 0.284], [0.109, 0.288, -0.048], [0.201, 0.222, 0.449], [0.385, 0.405, -0.647], [0.309, 0.190, 0.989], [1.977, -1.136, -2.129], [-0.248, 0.243, -0.430], [0.587, -1.067, 2.240], [0.499, 0.312, -1.948], [-0.857, -0.776, 1.837], [-0.154, -1.482, -1.688], [-1.453, -0.941, 0.172], [-0.557, 0.342, 1.260], [1.531, -0.426, -0.704], [-0.087, 1.850, 1.070], [-1.099, -0.046, 0.811], [-0.065, -0.418, 0.336], [-0.095, 0.301, -0.585], [-0.343, -0.009, -0.254], [-0.910, 0.421, 1.020], [-0.118, 0.462, -0.414], [0.810, -0.128, -0.470], [0.076, 0.340, 0.328], [0.138, 1.117, -0.066], [0.599, 0.519, 0.062], [0.409, 0.034, -0.435], [-0.404, 0.219, 0.278], [-0.206, 0.116, -0.804], [-0.200, 0.267, 0.449], [-0.379, 2.868, -0.827], [3.095, 0.984, -0.158], [-1.234, -2.296, -3.270], [-0.284, 0.228, -0.919], [0.064, -0.342, 0.490], [-0.115, 0.013, -0.078], [-0.227, -1.528, 0.578], [-0.510, -1.984, 0.431], [0.392, 0.349, 1.182], [-0.715, 1.257, 1.451], [0.469, 0.492, 0.625], [-0.288, 0.058, 0.122], [0.221, -1.431, -0.787], [-1.590, -1.168, 0.095], [0.468, 0.834, -0.408], [1.015, -0.413, 0.670], [0.619, 0.282, 0.129], [-0.691, 0.894, 0.815], [0.278, 0.160, -0.056], [-0.583, 0.925, 0.870], [0.042, -0.221, 0.287], [0.096, -0.625, -0.117], [0.511, 0.248, -0.276], [-0.325, 0.572, -1.297], [-1.594, -2.839, 1.203], [-0.195, 1.630, 1.359], [0.291, -0.523, -0.550], [0.613, 0.045, -1.374], [-0.154, 0.377, 0.328], [1.117, 0.711, 0.200], [0.791, 0.695, -1.737], [-0.454, -0.383, -0.053], [0.211, 0.243, -0.149], [-0.412, 0.792, -0.137], [-0.142, -0.530, -0.204], [-0.213, -0.374, 1.118], [-0.286, -2.663, -0.162], [1.737, 0.400, 0.167], [-0.529, 0.692, 0.167], [-0.330, 1.535, -0.741], [-0.225, -0.096, 0.935], [-0.244, 0.075, -0.242], [1.715, -2.123, 0.705], [0.283, 0.299, 0.604], [0.867, 1.748, -0.540], [-2.202, -0.676, -0.453], [-0.168, 0.688, -0.128], [-0.523, 0.008, -0.353], [0.110, -0.407, 0.961], [-0.837, 0.864, 1.290], [-0.241, -0.019, -1.029], [-0.178, 0.477, -0.330], [0.648, 0.077, -0.173], [0.315, -0.952, -0.343]]
}